Entry 1:
{"formula": "CH4O4P", "method": "ωB97M-V/def2-TZVPD", "species": ["C", "O", "O", "O", "O", "P", "H", "H", "H", "H"], "positions_angstrom": [[-0.578, 0.057, -0.379], [1.675, -1.194, -0.062], [1.854, 1.212, 0.038], [-0.869, -1.084, -1.098], [-1.046, 1.137, -0.953], [1.088, 0.024, 0.452], [-1.973, -0.272, 1.264], [-0.273, -1.680, -0.604], [-0.596, 1.851, -0.498], [0.719, -0.050, 1.841]], "nbo_charge": [0.375, -1.175, -1.162, -0.691, -0.665, 1.940, -0.479, 0.511, 0.502, -0.156], "de_lowest_kj_mol": 270.7, "total_charge": -1, "homo_energy_ev": [-3.57, -3.57]}



Entry 2:
{"formula": "C4H6CuLiO7", "method": "ωB97M-V/def2-TZVPD", "species": ["O", "C", "O", "O", "O", "C", "C", "Li", "H", "H", "H", "H", "C", "O", "O", "H", "Cu", "O", "H"], "positions_angstrom": [[1.872, 4.463, -1.175], [0.861, 3.742, -0.965], [-0.210, 4.185, -0.478], [0.997, 2.436, -1.236], [-0.677, -0.743, -1.077], [0.325, 0.184, -1.410], [-0.095, 1.564, -0.949], [0.725, 5.913, -0.551], [0.543, 0.185, -2.489], [1.281, -0.103, -0.937], [-0.308, 1.572, 0.129], [-0.995, 1.894, -1.485], [-0.574, -2.187, -1.983], [-0.181, -2.148, -3.190], [-1.856, -2.677, -1.707], [-2.424, -2.394, -2.431], [1.872, -2.793, -2.732], [0.303, -2.756, -1.060], [0.109, -1.975, -0.223]], "nbo_charge": [-0.854, 0.959, -0.869, -0.513, -0.711, -0.094, -0.068, 0.950, 0.185, 0.150, 0.172, 0.178, 0.961, -0.861, -0.740, 0.470, -0.006, -0.833, 0.523], "de_lowest_kj_mol": 51.9, "total_charge": -1, "homo_energy_ev": [-1.39, -4.19], "multiplicity": 2}



Entry 3:
{"formula": "C19H27BrCsO9", "method": "ωB97M-V/def2-TZVPD", "species": ["Cs", "C", "C", "O", "C", "C", "O", "C", "C", "O", "C", "C", "O", "C", "C", "O", "H", "H", "H", "H", "H", "H", "H", "H", "H", "H", "H", "H", "H", "H", "H", "H", "H", "H", "H", "H", "C", "O", "C", "O", "H", "H", "H", "Br", "C", "C", "C", "C", "C", "C", "C", "O", "O", "H", "H", "H", "H"], "positions_angstrom": [[0.077, -1.612, -1.405], [-0.146, 2.817, -0.126], [-0.547, 2.647, -1.586], [0.344, 1.852, -2.325], [1.567, 2.464, -2.669], [2.738, 1.892, -1.880], [2.754, 0.510, -2.099], [3.828, -0.191, -1.517], [3.973, -0.022, -0.002], [2.716, -0.161, 0.607], [2.732, -0.630, 1.931], [1.485, -1.471, 2.198], [0.263, -0.900, 1.784], [-0.177, 0.237, 2.476], [0.221, 1.554, 1.818], [-0.345, 1.604, 0.535], [-0.772, 3.608, 0.324], [0.901, 3.148, -0.056], [-0.647, 3.647, -2.036], [-1.512, 2.143, -1.638], [1.516, 3.550, -2.514], [1.742, 2.268, -3.732], [2.609, 2.124, -0.815], [3.678, 2.352, -2.228], [4.780, 0.104, -1.988], [3.617, -1.241, -1.720], [4.412, 0.959, 0.251], [4.660, -0.801, 0.346], [2.802, 0.220, 2.633], [3.602, -1.275, 2.099], [1.448, -1.712, 3.272], [1.576, -2.393, 1.624], [0.192, 0.234, 3.512], [-1.271, 0.193, 2.488], [1.313, 1.644, 1.748], [-0.165, 2.379, 2.439], [0.794, -4.961, -0.605], [1.682, -4.101, 0.065], [2.538, -3.170, -0.697], [2.227, -3.093, -1.891], [1.164, -5.992, -0.565], [0.677, -4.687, -1.660], [-0.189, -4.929, -0.123], [-6.840, 2.011, 2.493], [-5.719, 0.962, 1.350], [-4.474, 1.445, 0.997], [-3.677, 0.676, 0.163], [-4.109, -0.560, -0.292], [-5.359, -1.029, 0.094], [-6.179, -0.266, 0.908], [-3.181, -1.409, -1.186], [-3.414, -2.628, -1.216], [-2.263, -0.793, -1.767], [-4.133, 2.404, 1.366], [-2.692, 1.007, -0.133], [-5.660, -2.008, -0.254], [-7.158, -0.618, 1.206]], "mulliken_charge": [1.167, -0.754, -0.647, -0.317, -0.757, 0.001, -0.253, -0.636, -0.673, 0.060, -0.716, -0.496, -0.301, -0.774, -0.440, 0.084, 0.422, 0.474, 0.403, 0.235, 0.387, 0.395, 0.012, 0.328, 0.379, 0.237, 0.250, 0.527, 0.269, 0.550, 0.396, 0.135, 0.390, 0.353, 0.202, 0.379, -0.701, -0.184, -0.454, -0.591, 0.187, 0.325, 0.248, -0.261, 0.098, -0.495, 0.120, -0.281, -0.383, -0.457, 0.241, -0.782, -0.747, 0.461, 0.505, 0.472, 0.409], "total_charge": -1, "homo_energy_ev": -3.96}



Entry 4:
{"formula": "C3H10NS2", "method": "ωB97M-V/def2-TZVPD", "species": ["N", "C", "C", "C", "S", "S", "H", "H", "H", "H", "H", "H", "H", "H", "H", "H"], "positions_angstrom": [[-1.202, 0.180, -1.176], [-1.754, -0.518, 0.043], [-2.769, 0.399, 0.696], [-0.543, -0.815, 0.930], [1.011, -0.971, 0.000], [2.010, 1.161, -0.323], [-1.890, 0.347, -1.904], [-0.798, 1.077, -0.885], [-0.314, -0.327, -1.462], [-2.251, -1.393, -0.389], [-3.436, 0.744, -0.100], [-3.353, -0.067, 1.481], [-2.294, 1.300, 1.070], [-0.455, -0.030, 1.677], [-0.676, -1.751, 1.446], [3.362, 1.261, -0.204]], "nbo_charge": [-0.733, -0.051, -0.622, -0.585, -0.194, -0.584, 0.415, 0.436, 0.460, 0.207, 0.202, 0.241, 0.220, 0.215, 0.240, 0.133], "de_lowest_kj_mol": 36.3, "total_charge": 0, "homo_energy_ev": [-5.44, -7.26], "multiplicity": 2}



Entry 5:
{"formula": "C9H14N2OS", "method": "ωB97M-V/def2-TZVPD", "species": ["C", "C", "C", "C", "C", "C", "C", "C", "C", "N", "N", "O", "S", "H", "H", "H", "H", "H", "H", "H", "H", "H", "H", "H", "H", "H", "H"], "positions_angstrom": [[-0.445, 1.234, -0.985], [1.027, -3.044, 0.565], [0.858, 0.881, -0.183], [-1.166, 0.208, -0.083], [0.140, -0.339, 0.328], [1.061, 1.955, 0.951], [2.063, 0.678, -1.098], [-2.136, 0.953, 1.001], [-1.973, -0.809, -0.993], [0.797, -2.141, 1.662], [0.526, -0.989, 1.372], [-0.589, 1.901, -1.945], [0.428, -2.462, -1.005], [2.013, -3.056, 0.382], [0.725, -3.980, 0.788], [0.633, 1.587, 1.843], [0.716, 2.880, 0.661], [2.079, 2.198, 1.041], [2.891, 0.621, -0.446], [2.024, 1.539, -1.760], [1.751, -0.166, -1.689], [-2.602, 0.254, 1.569], [-2.777, 1.407, 0.307], [-1.497, 1.689, 1.455], [-2.136, -1.657, -0.445], [-1.449, -1.001, -1.854], [-2.962, -0.340, -1.441]], "nbo_charge": [0.655, -0.452, -0.204, -0.207, 0.317, -0.598, -0.615, -0.555, -0.560, -0.015, -0.126, -0.505, -0.244, 0.234, 0.225, 0.219, 0.221, 0.224, 0.213, 0.229, 0.246, 0.217, 0.223, 0.212, 0.221, 0.219, 0.206], "de_lowest_kj_mol": 657.5, "total_charge": 0, "homo_energy_ev": -8.12}



Entry 6:
{"formula": "C39H48N3P3SW", "method": "ωB97M-V/def2-TZVPD", "species": ["W", "N", "C", "C", "N", "C", "C", "N", "H", "H", "H", "H", "H", "H", "H", "H", "H", "H", "H", "H", "H", "C", "C", "P", "C", "C", "C", "C", "C", "C", "C", "C", "C", "C", "C", "C", "P", "C", "C", "C", "C", "C", "C", "C", "C", "C", "C", "C", "C", "H", "H", "H", "H", "H", "H", "H", "H", "H", "H", "H", "H", "H", "H", "H", "H", "H", "H", "H", "H", "H", "H", "H", "H", "S", "C", "C", "P", "C", "C", "C", "C", "C", "C", "C", "H", "H", "H", "H", "H", "H", "H", "H", "H", "H", "H"], "positions_angstrom": [[0.745, -0.686, -0.542], [-0.895, -2.260, -1.115], [-0.412, -3.479, -1.823], [1.044, -3.707, -1.469], [1.811, -2.427, -1.486], [2.315, -2.003, -2.828], [1.214, -1.406, -3.674], [0.457, -0.393, -2.868], [-1.771, -1.953, -1.528], [-1.171, -2.530, -0.178], [-0.993, -4.346, -1.519], [-0.555, -3.363, -2.890], [1.111, -4.102, -0.457], [1.498, -4.435, -2.139], [2.633, -2.601, -0.924], [3.076, -1.244, -2.657], [2.790, -2.835, -3.349], [1.661, -0.948, -4.552], [0.533, -2.168, -4.033], [0.773, 0.538, -3.126], [-0.515, -0.408, -3.155], [-2.322, 1.313, -0.677], [-3.070, 0.913, 0.604], [-2.701, -0.795, 1.137], [-3.350, -0.833, 2.837], [-4.384, -1.668, 3.257], [-4.847, -1.590, 4.565], [-4.278, -0.696, 5.460], [-3.230, 0.121, 5.054], [-2.758, 0.043, 3.754], [-3.815, -1.830, 0.127], [-3.697, -3.219, 0.282], [-4.515, -4.085, -0.428], [-5.442, -3.575, -1.331], [-5.546, -2.203, -1.516], [-4.736, -1.332, -0.792], [-0.514, 1.543, -0.355], [0.051, 2.635, -1.723], [-0.742, 3.673, -2.210], [-0.257, 4.539, -3.181], [1.030, 4.393, -3.680], [1.837, 3.370, -3.204], [1.350, 2.506, -2.234], [-0.517, 2.637, 1.099], [-1.417, 3.702, 1.169], [-1.332, 4.612, 2.210], [-0.353, 4.472, 3.190], [0.517, 3.395, 3.146], [0.430, 2.479, 2.107], [-2.721, 2.245, -1.067], [-2.431, 0.573, -1.474], [-4.149, 1.034, 0.508], [-2.753, 1.556, 1.419], [-4.854, -2.363, 2.577], [-5.664, -2.226, 4.883], [-4.644, -0.641, 6.478], [-2.783, 0.818, 5.753], [-1.919, 0.667, 3.452], [-2.978, -3.623, 0.994], [-4.437, -5.157, -0.273], [-6.089, -4.248, -1.884], [-6.271, -1.807, -2.217], [-4.856, -0.265, -0.943], [-1.746, 3.840, -1.843], [-0.892, 5.338, -3.544], [1.407, 5.080, -4.426], [2.849, 3.254, -3.579], [2.006, 1.742, -1.838], [-2.200, 3.834, 0.431], [-2.037, 5.433, 2.257], [-0.278, 5.199, 3.989], [1.262, 3.264, 3.923], [1.086, 1.623, 2.091], [0.446, -2.354, 2.560], [0.598, -1.564, 1.272], [3.061, 0.015, 2.199], [3.030, 0.304, 0.384], [3.248, 2.119, 0.207], [4.707, -0.302, -0.033], [5.774, 0.416, 0.516], [7.078, -0.007, 0.321], [7.345, -1.148, -0.427], [6.296, -1.868, -0.975], [4.988, -1.448, -0.774], [3.810, 0.670, 2.641], [3.372, -1.017, 2.368], [2.105, 0.186, 2.685], [3.673, 2.519, 1.126], [2.316, 2.637, 0.013], [3.940, 2.311, -0.611], [5.606, 1.310, 1.105], [7.893, 0.560, 0.756], [8.367, -1.474, -0.579], [6.493, -2.757, -1.564], [4.203, -2.041, -1.214]], "mulliken_charge": [3.628, -0.850, -0.776, -0.674, -0.869, -0.485, -1.203, -0.509, 0.255, -0.107, 0.549, 0.393, 0.489, 0.462, 0.334, 0.472, 0.572, 0.559, 0.269, 0.227, 0.281, -1.189, -2.030, 1.398, 0.869, -0.502, -0.726, -0.595, -0.732, -0.420, 0.102, -0.328, -0.835, -0.612, -0.842, -0.334, 0.053, 1.205, -0.857, -0.883, -0.824, -1.250, -0.425, 0.602, -0.119, -0.787, -0.830, -0.805, 0.591, 0.723, 0.467, 0.867, 0.841, 0.377, 0.436, 0.414, 0.457, 0.209, 0.464, 0.490, 0.442, 0.467, 0.289, 0.297, 0.493, 0.455, 0.505, 0.836, 0.330, 0.495, 0.457, 0.511, -0.199, 0.025, -0.022, -1.648, 1.257, -1.619, 1.482, -1.069, -0.820, -0.644, -1.177, -0.640, 0.561, 0.420, 0.349, 0.614, 0.344, 0.577, 0.281, 0.451, 0.429, 0.449, 0.362], "de_lowest_kj_mol": 56.2, "total_charge": 3, "homo_energy_ev": [-15.21, -15.14], "multiplicity": 4}